16
Properties=species:S:1:pos:R:3:lowdin_charge:R:1 method="wB97M-V/def2-TZVPD" energy_ha=-342.7697 homo_energy_ev=-8.18 fmax_ha_per_bohr=0.198 lumo_ev=0.824 gap_ev=9.00
C 2.195 -0.154 0.042 -0.1766
N 1.483 -1.250 0.118 0.0620
C 0.167 -0.791 0.090 -0.1411
C -0.009 0.634 -0.196 -0.2830
N 1.346 1.081 -0.045 0.0604
C -1.238 1.274 -0.015 -0.2034
C -1.947 -0.004 0.229 -0.3733
C -1.433 -1.214 -0.298 -0.1432
H 3.319 0.381 0.135 0.1645
H 1.821 1.938 -0.299 0.1144
H -1.605 1.876 -0.952 0.1509
H -1.244 1.871 1.042 0.1775
H -2.035 -0.215 1.416 0.1565
H -3.122 0.421 0.066 0.1673
H -1.794 -2.133 0.398 0.1435
H -1.557 -1.423 -1.425 0.1233